Molecular formula: C2H6P2
Method: DFT, ωB97M-V with the def2-TZVPD basis set

```
10
C2H6P2 | the Open Molecules 2025 dataset | ωB97M-V with the def2-TZVPD basis set
P -3.57039 0.08511 -0.04538
P 1.33397 0.60013 -0.01860
C 0.16274 -0.73294 0.35576
C -2.24828 0.74948 -0.48761
H 0.01067 -0.99339 -0.69233
H 1.68641 1.04377 1.21412
H -0.59084 -0.29369 0.84514
H 2.38619 -0.24136 -0.35907
H 0.80652 -1.41140 0.88516
H -1.20828 0.76038 -0.68426
```

HOMO (alpha / beta) in Ha: -0.2429 / -0.3362
Multiplicity: 3

---

Molecular formula: C3H7N3O
Method: DFT, ωB97M-V with the def2-TZVPD basis set

```
14
C3H7N3O | the Open Molecules 2025 dataset | ωB97M-V with the def2-TZVPD basis set
O -1.30186 -0.98335 -1.45208
N 0.74059 0.94860 -0.41790
N -0.16854 1.64253 0.30297
N 1.95909 0.83631 0.21842
C -1.23942 0.90255 0.10031
C -0.12559 -1.38615 0.54220
C -0.74083 -0.37109 -0.37259
H 2.00408 1.36446 1.08495
H 0.26446 -0.92065 1.44209
H 2.71808 1.04522 -0.41763
H 0.68932 -1.90509 0.03316
H -2.25886 1.26119 0.16547
H -1.65425 -0.31328 -2.05032
H -0.88627 -2.12127 0.82095
```

HOMO in Ha: -0.2873
SMILES: C/C(O)=C\N=N\N

---

Molecular formula: C4H9N3S
Method: DFT, ωB97M-V with the def2-TZVPD basis set

```
17
C4H9N3S | the Open Molecules 2025 dataset | ωB97M-V with the def2-TZVPD basis set
S -0.51556 1.68656 -0.64073
N 0.86719 -0.75370 -0.57920
N 0.93033 1.37611 0.18526
N 2.94317 0.09397 0.07514
C -0.47178 -0.74123 -1.00216
C 1.69236 0.31177 -0.12926
C -1.35593 0.13163 -0.30981
C -1.54076 -0.20396 1.06327
H 1.44206 -1.48651 -0.98162
H -2.40112 0.33161 -0.74774
H -0.60880 -0.77556 1.62362
H -2.00348 0.50656 1.64422
H 1.29528 2.10029 0.85773
H -0.60495 -0.55991 -1.98498
H -0.80010 -1.79924 -0.77741
H 3.39269 0.84426 0.65773
H -2.26061 -1.06262 1.04594
```

HOMO in Ha: -0.3070
SMILES: [H]/N=C1/NC[C@@H](C)SN1

---

Molecular formula: C7H32BF4N14O9
Method: DFT, ωB97M-V with the def2-TZVPD basis set

```
67
C7H32BF4N14O9 | the Open Molecules 2025 dataset | ωB97M-V with the def2-TZVPD basis set
F -0.94381 0.34241 0.23337
F 0.55453 0.54327 -1.52902
F 1.10078 1.33731 0.54371
F 1.00750 -0.89150 0.20028
O 2.54788 4.56631 -2.54215
O -2.02280 3.11978 3.90065
O 1.26039 -1.77770 5.35316
O -0.60640 -4.10220 -1.72394
O 0.72557 -0.97424 -6.40852
O 3.14582 1.42383 2.38954
O -3.10219 4.79399 -1.50102
O -4.46492 -1.25409 0.24939
O 3.32810 -1.39712 -0.89150
N 2.82388 -0.66874 4.12454
N -1.09205 3.71828 -1.52194
N -0.76520 1.67298 2.72994
N 1.00127 -1.51444 3.13557
N -3.93958 -1.27512 2.40402
N 3.02660 2.58900 -3.49230
N 2.48738 2.73065 -1.24485
N -0.03361 -5.99604 -0.57841
N 0.46556 -3.92848 0.23605
N 0.28203 0.33381 -4.54965
N -2.46581 -2.10398 0.85121
N -2.92571 1.98269 2.11418
N -0.15270 -1.82862 -4.49611
N -2.91939 2.77620 -0.56954
C 1.63281 -1.29331 4.27935
C -1.91764 2.28599 3.01275
C -0.06654 -4.67711 -0.77758
C 0.31671 -0.81775 -5.26492
C 2.69701 3.34734 -2.42503
C -3.59024 -1.40099 1.10678
C -2.40989 3.79095 -1.25940
B 0.41041 0.34692 -0.13276
H 0.14667 -2.03552 3.10215
H -0.66422 -1.56136 -3.67580
H -0.76821 2.76847 -1.62077
H 0.41091 1.18906 -5.06516
H -1.79389 -2.40962 1.52989
H 2.55984 -0.89820 -0.56624
H -2.35802 -2.40644 -0.10403
H 2.03767 1.82890 -1.25476
H 1.19265 -4.37109 0.77573
H 3.14583 1.61698 3.33127
H 3.19116 1.60816 -3.33945
H -4.89635 -1.11556 2.65383
H -0.71876 1.09458 1.89948
H 3.65063 -1.87292 -0.12267
H 1.45454 -1.07456 2.35150
H -3.87534 2.85535 -0.27944
H 0.09894 1.97780 3.13703
H -2.34199 2.01633 -0.25826
H -3.84919 2.33952 2.28744
H 3.33233 -0.40043 4.94879
H 0.20108 0.40976 -3.55308
H 2.21368 1.34206 2.15787
H -0.32123 -6.57378 -1.34942
H -3.19189 -1.42517 3.06145
H 0.04416 -6.38509 0.34348
H -0.60975 4.48358 -1.95826
H 3.03218 3.03064 -4.39225
H -2.84280 1.01688 1.83557
H 2.43105 3.38353 -0.48358
H 3.28304 -0.52827 3.24234
H 0.50217 -2.92198 0.21391
H -0.09263 -2.78189 -4.80439
```

HOMO in Ha: -0.2559
Total charge: -1

---

Molecular formula: C22H43BBrF2N3O6PS
Method: DFT, ωB97M-V with the def2-TZVPD basis set

```
80
C22H43BBrF2N3O6PS | the Open Molecules 2025 dataset | ωB97M-V with the def2-TZVPD basis set
Br -1.39997 -5.15310 1.40880
S -2.69648 -2.20072 1.69609
P 2.62154 -2.45338 3.05027
F 1.02973 -5.37759 -0.56789
F -3.54912 1.63562 1.43593
O -0.83242 1.68854 1.55881
O 3.15524 -1.18590 3.82908
O -4.50068 1.78192 3.45933
O 0.46931 -0.86609 3.02149
O 2.65521 -1.04690 0.01288
O 2.24315 -3.47971 4.20755
N -2.25357 1.20992 3.33598
N -0.99923 -1.55679 1.26047
N 3.73664 -3.08668 2.17632
C -0.75910 -3.62178 3.78559
C 2.27425 0.85354 1.60248
C -1.34142 -0.99844 -0.12169
C 1.21652 -1.75334 2.09611
C 2.57362 1.79193 0.41371
C -1.84982 3.08010 -3.81159
C -1.24134 0.86402 2.32905
C 0.08690 -2.60811 1.43894
C 0.49094 -3.12470 0.04713
C -1.36331 3.63779 -5.16379
C -1.19905 0.80988 -1.81753
C 0.00582 3.11842 -5.62352
C -0.85432 3.18443 -2.67346
C -1.20972 2.30502 -1.47066
C 1.16214 5.17523 -4.47204
C 1.18678 4.11540 -5.56798
C 1.55017 -4.21753 -0.04489
C -0.37765 -0.06534 -0.82887
C -3.50113 1.58088 2.77935
C -2.12127 -4.19958 4.21323
C -0.25834 -3.83365 2.32445
C -0.75979 -0.59268 2.44108
B 2.04191 -0.63575 1.17800
H -0.86918 4.20975 -2.31887
H -2.07810 -5.26853 4.34046
H 1.48401 1.31407 2.17947
H 0.34792 -0.56661 -1.45993
H 0.17524 0.62590 -0.20332
H 1.34920 4.61520 -6.51547
H 2.32528 -3.91822 -0.74036
H -2.28636 -3.80292 5.21195
H -2.21733 0.44497 -1.91790
H 3.48793 -3.09001 1.19358
H -1.42328 -0.97433 3.20414
H -0.51749 2.55636 -0.67430
H 0.66448 -4.37346 2.42455
H -3.30799 -1.03792 2.00539
H 2.78372 2.76528 0.83960
H 1.97204 5.87094 -4.66732
H 3.80541 -1.47964 4.48022
H -1.45230 4.71516 -5.19920
H 0.25417 5.76488 -4.44067
H 3.16997 0.87489 2.21889
H -0.09326 -4.16075 4.44342
H -2.71322 3.68627 -3.55396
H 2.05703 -4.47932 0.87677
H -0.76168 0.71938 -2.80441
H -1.87195 2.00955 3.83239
H -2.19308 2.62214 -1.13564
H -0.72213 -2.59747 4.13494
H -2.95776 -3.87310 3.61840
H 2.20143 -0.64123 -0.73159
H 3.47648 1.49403 -0.10077
H 0.26307 2.25975 -5.01011
H -0.06107 2.77707 -6.64749
H 2.07941 3.52324 -5.38749
H 0.86949 -2.32075 -0.56063
H -0.36816 -3.48366 -0.50190
H -2.24363 -0.42235 0.01364
H -2.20381 2.06537 -3.97398
H 0.16330 2.95196 -2.96782
H 2.64047 -4.32523 3.97066
H -1.65787 -1.77739 -0.79520
H 1.35714 4.77861 -3.48519
H -2.08731 3.26169 -5.88023
H 1.72761 1.91156 -0.25294
```

HOMO in Ha: -0.4514
Total charge: +1
SMILES: CCCCCCCCCC[N@+]1(S)[C@H](C(=O)NC(=O)F)O[C@@](B(O)CC)(P(=N)(O)O)[C@@]1(CCF)[C@H](Br)CC

---

Molecular formula: C4H5FN2
Method: DFT, ωB97M-V with the def2-TZVPD basis set

```
12
C4H5FN2 | the Open Molecules 2025 dataset | ωB97M-V with the def2-TZVPD basis set
F 0.11239 -1.45928 -1.47370
N 1.31656 -0.14669 0.64692
N 0.45550 -0.81195 1.49747
C -0.74488 -0.60491 1.10829
C -0.17325 -0.13770 -1.30545
C -0.88914 0.31324 -0.05595
C 0.59411 0.64666 -0.31930
H 0.99320 1.64658 -0.56499
H -1.58906 -1.06511 1.63194
H -1.70558 0.96091 -0.13027
H -0.45018 0.35904 -2.19900
H 2.08035 0.29922 1.16403
```

HOMO in Ha: -0.3216
SMILES: F[C@H]1[C@H]2C=NN[C@@H]12

---

Molecular formula: C6H9N
Method: DFT, ωB97M-V with the def2-TZVPD basis set

```
16
C6H9N | the Open Molecules 2025 dataset | ωB97M-V with the def2-TZVPD basis set
N 1.09420 0.79049 -0.22934
C 0.88970 -0.21182 -1.16351
C -0.57536 -2.15475 -1.34424
C -0.92813 0.06045 0.29969
C 0.09508 1.90740 1.83511
C -0.31319 -0.80052 -0.71500
C 0.07214 1.00664 0.66059
H -1.14284 -2.88775 -0.76864
H 0.56133 1.30953 2.73641
H -1.48619 -2.08388 -2.09930
H -1.98315 0.04034 0.63603
H 1.98393 1.29775 -0.15392
H 0.61539 2.75549 1.88148
H 0.30057 -2.58006 -1.98092
H 1.74228 -0.56552 -1.68592
H -0.92576 2.11621 2.09148
```

HOMO (alpha / beta) in Ha: -0.5225 / -0.5163
Total charge: +1
Multiplicity: 2

---

Molecular formula: C5H8N2S
Method: DFT, ωB97M-V with the def2-TZVPD basis set

```
16
C5H8N2S | the Open Molecules 2025 dataset | ωB97M-V with the def2-TZVPD basis set
S -1.82437 0.44633 -1.29538
N 0.62061 -1.02642 -0.28590
N -0.57560 1.02325 -0.31460
C 1.06348 -1.99912 0.72568
C -0.28424 -1.99703 0.18870
C 0.37025 0.29930 0.09381
C 1.44813 0.95992 0.92146
C 1.37381 2.17461 1.42519
H 1.76000 -2.73528 0.34221
H 2.36777 0.40191 1.03329
H 2.19887 2.61372 1.95349
H -0.49866 -2.73275 -0.59316
H 1.24059 -1.60148 1.71482
H -1.33660 -0.73130 -1.80305
H 0.48056 2.80235 1.33117
H -1.16618 -1.76230 0.82182
```

HOMO in Ha: -0.3059
SMILES: C=C/C(=N/S)N1CC1

---

It is found that the max |F| values, taken in the order of the records, are 6.00, 0.58, 6.15, 4.03, 4.55, 1.77, 5.03, 3.13 eV/A.